1.
Molecular formula: C15H30FeIN5O2
Method: DFT, ωB97M-V/def2-TZVPD

The geometry in XYZ format:
```
54
Properties=species:S:1:pos:R:3:forces:R:3:mulliken_spin:R:1
H 0.604 1.778 -2.420 -0.01 0.07 -0.01 -0.002
H -0.494 -2.995 2.737 -0.02 -0.04 -0.03 0.000
H -0.266 2.283 -0.446 0.05 0.03 -0.01 -0.013
H 1.033 -0.070 3.957 -0.08 0.06 0.00 0.001
C 1.597 1.266 1.851 0.03 0.11 -0.06 -0.013
C 2.565 1.155 -1.782 -0.23 -0.04 0.01 -0.005
H 2.268 2.842 0.558 -0.03 0.07 0.00 -0.001
N -2.003 1.360 -1.054 0.41 -0.62 0.16 0.024
H 2.126 -1.587 2.077 0.06 -0.02 0.06 -0.001
H -4.147 3.579 -1.710 0.00 -0.01 -0.01 0.000
H 1.873 1.729 2.805 0.04 -0.06 0.01 -0.001
H 1.615 3.072 -1.770 -0.06 0.01 0.02 0.001
C 0.530 -0.540 3.104 0.13 -0.10 0.10 0.000
H 2.057 -0.535 0.017 0.08 -0.03 -0.02 -0.023
C -2.613 2.095 -2.053 -0.28 0.24 -0.18 0.012
C 1.863 -2.407 -0.763 -0.11 -0.19 0.09 0.009
H -4.745 2.004 -2.208 -0.01 0.03 -0.01 0.001
H 3.220 1.280 -0.912 0.07 0.04 -0.05 -0.002
C -2.336 -1.652 -1.120 0.32 0.32 -0.32 0.716
H -0.390 1.007 2.175 0.00 0.01 0.04 0.000
C 0.369 -2.857 2.085 0.29 0.05 0.14 -0.001
H 2.447 0.650 1.543 0.02 0.01 0.02 -0.005
C -4.068 2.040 -0.120 0.03 -0.02 0.02 0.006
H -2.386 -2.714 -0.904 0.03 0.06 -0.03 -0.016
Fe -0.549 -0.276 -0.134 0.43 0.35 0.47 3.853
H 0.871 -4.187 -0.111 -0.09 -0.02 0.00 0.002
C 0.598 -3.157 -0.360 0.19 -0.07 -0.15 -0.010
H 0.900 -3.814 2.044 -0.07 -0.03 -0.04 0.004
H 3.121 1.510 -2.651 0.07 0.00 0.03 0.000
C 1.324 2.365 0.830 0.12 -0.15 0.12 0.019
O -2.112 2.358 -3.121 -0.05 -0.07 0.17 0.003
H -4.087 2.865 0.593 -0.02 -0.02 0.03 0.000
H 2.143 -2.762 -1.755 0.09 0.02 0.01 0.001
C 1.275 -1.815 2.726 -0.22 0.01 -0.06 0.012
H -0.481 -0.801 3.421 0.00 0.04 0.04 -0.001
H 1.622 -0.462 -2.850 0.01 -0.02 0.02 -0.004
N 1.652 -0.953 -0.814 -0.63 0.16 0.13 0.044
H 0.702 3.127 1.302 -0.01 0.04 -0.03 -0.001
N 0.418 0.414 1.996 -0.37 -0.08 -0.37 0.055
C 2.281 -0.323 -1.989 0.18 0.08 -0.05 0.026
H 1.680 -2.262 3.636 0.08 0.01 -0.03 0.000
C -2.767 1.283 0.028 -0.18 0.40 -0.33 -0.008
N -0.122 -2.511 0.739 -0.46 0.39 -0.14 0.083
H -0.069 -3.189 -1.222 -0.01 -0.03 0.04 -0.003
C 1.325 2.024 -1.636 0.18 0.05 -0.09 0.012
I -1.371 -1.220 -2.911 -0.20 -0.19 0.07 0.177
H -3.243 -1.081 -0.971 0.07 -0.05 -0.03 -0.029
N 0.639 1.838 -0.351 -0.33 -0.24 -0.16 0.048
C -4.012 2.508 -1.577 0.12 -0.02 -0.04 0.003
H -4.916 1.395 0.107 0.02 -0.01 0.05 0.001
H -1.087 -2.809 0.677 0.05 -0.06 0.09 -0.017
H 2.685 -2.653 -0.086 0.03 0.03 -0.03 -0.003
O -2.367 0.628 1.013 0.31 -0.46 0.32 0.047
H 3.228 -0.823 -2.219 -0.04 -0.05 0.03 0.001
```
Forces are in eV/Å.

Results
Net charge = +1
HOMO (spin up / spin down) = -11.62 / -11.98 eV
Calculated total energy = -2575.02391 a.u.
Kohn-Sham gap (spin up / spin down) = 9.27 / 7.48 eV
2S+1 = 6

=====

2.
Molecular formula: C5H9N2P
Method: DFT, ωB97M-V/def2-TZVPD

The geometry in XYZ format:
```
17
Properties=species:S:1:pos:R:3:forces:R:3:mulliken_spin:R:1
H 1.000 1.378 1.372 -0.09 0.52 -1.68 0.017
C 3.261 -0.374 -0.109 0.27 -1.61 2.01 0.021
H -1.076 -1.562 -0.578 0.60 -1.49 -0.60 0.000
H 3.646 0.547 0.311 0.01 0.46 -0.44 -0.024
N -1.476 0.423 -0.336 0.31 0.76 0.59 0.595
H 3.778 -0.664 -1.020 -0.03 0.26 -0.06 0.000
N -3.092 -0.964 -0.134 -0.14 -0.71 -0.01 0.249
H -4.498 0.420 0.513 -2.64 0.37 0.77 -0.001
C -2.474 1.172 0.176 -2.48 -2.95 -1.23 -0.007
C -1.824 -0.852 -0.448 -0.18 0.51 -0.16 -0.037
C -3.549 0.269 0.189 3.41 1.02 0.08 0.005
H 3.620 -1.123 0.732 -0.91 1.05 -1.78 -0.004
H -2.497 2.183 0.320 0.44 2.33 0.28 -0.003
H 1.336 -0.982 0.589 -0.51 0.06 0.04 0.024
C 1.709 -0.373 -0.229 -0.27 0.36 -1.71 0.023
H 1.314 -0.812 -1.216 0.88 0.37 1.42 -0.002
P 0.820 1.316 -0.132 1.33 -1.31 2.49 1.146
```
Forces are in eV/Å.

Results
Energy relative to the best compared isomer or geometry (same formula, charge and spin) = 153.37 kJ/mol
Net charge = 0
HOMO (spin up / spin down) = -7.57 / -8.69 eV
Calculated total energy = -646.57193 a.u.
Kohn-Sham gap (spin up / spin down) = 8.37 / 5.03 eV
2S+1 = 3

=====

3.
Molecular formula: C9H14
Method: DFT, ωB97M-V/def2-TZVPD

The geometry in XYZ format:
```
23
Properties=species:S:1:pos:R:3:forces:R:3:mulliken_charge:R:1
C -0.103 1.256 0.833 0.67 0.04 0.61 0.394
C -1.012 1.454 2.042 1.86 -4.45 -0.02 -1.305
H 1.010 3.112 0.855 -0.56 -0.01 -0.26 0.326
C 1.579 0.646 -1.415 -0.35 1.29 2.09 -0.910
H -1.614 0.486 1.943 0.06 1.66 0.78 0.284
H -2.668 -2.387 -0.021 -1.34 0.27 0.40 0.277
H -1.599 2.282 2.225 -1.16 1.90 -0.33 0.426
C -1.934 -2.464 -0.774 1.06 0.65 -2.04 -0.803
H 0.187 -2.992 -0.621 0.07 -1.03 -0.33 0.293
H -1.750 -1.452 -1.262 0.27 -0.91 1.38 0.291
C 0.792 -0.316 -0.784 -0.34 0.29 0.11 -0.069
C 1.568 1.923 -0.796 -0.39 -1.82 0.26 -0.307
H 2.190 2.704 -1.101 1.12 0.88 -0.67 0.412
H -2.300 -2.956 -1.693 -0.14 -0.53 0.76 0.318
H -1.048 -4.231 0.106 0.58 -0.08 -0.67 0.337
H -0.568 -2.797 0.873 -0.14 0.24 0.28 0.248
H -0.368 1.295 2.937 -0.46 0.20 -0.30 0.262
H -0.335 -0.768 0.978 -1.62 -2.45 1.04 0.543
C 0.028 -0.050 0.363 1.41 3.14 -2.20 -0.138
C -0.750 -3.202 -0.117 -0.57 0.90 0.25 -0.842
H 0.634 -1.268 -1.227 0.64 -0.78 -0.17 0.109
H 2.397 0.424 -2.072 -0.35 -0.24 -0.87 0.340
C 0.805 2.177 0.328 -0.31 0.83 -0.11 -0.486
```
Forces are in eV/Å.

Results
Energy relative to the best compared isomer or geometry (same formula, charge and spin) = 158.34 kJ/mol
Structure (SMILES) = Cc1ccccc1.CC
Net charge = 0
HOMO = -8.90 eV
Calculated total energy = -351.26988 a.u.
Kohn-Sham gap = 9.91 eV

=====

4.
Molecular formula: C51H46BBrN8NbP2S2
Method: DFT, ωB97M-V/def2-TZVPD

The geometry in XYZ format:
```
112
Properties=species:S:1:pos:R:3:forces:R:3:mulliken_spin:R:1
C 3.227 -3.017 -0.612 0.40 -0.51 -0.05 0.012
C 1.908 -1.980 -2.338 -0.18 -0.13 -0.33 -0.006
C -0.188 4.231 -0.889 -0.08 -0.10 -0.08 0.028
H 1.723 -1.045 8.825 0.04 0.03 0.25 0.000
C 3.631 0.574 1.395 0.94 0.17 0.07 -0.001
H -0.886 1.154 -7.564 0.01 0.08 0.02 0.000
H -2.174 2.719 -6.127 -0.11 -0.07 0.04 0.000
B 0.583 0.264 3.408 -0.11 0.14 0.11 0.004
H -0.669 0.218 7.901 0.18 -0.09 -0.05 0.000
C 0.735 6.159 -2.018 -0.03 0.23 0.16 -0.001
C 4.657 -4.272 0.978 -0.91 0.75 0.05 -0.001
C -2.942 0.117 -2.856 0.04 -0.47 0.49 0.013
H 2.256 -2.542 -4.384 0.06 -0.03 -0.15 -0.001
C 4.960 -4.621 -1.353 -0.01 0.04 0.41 0.000
C -2.764 -0.645 -4.000 -0.28 -0.07 -0.12 0.004
C -1.723 2.466 1.720 -0.21 0.11 -0.26 -0.010
H -5.057 0.884 -5.959 -0.04 -0.02 -0.11 0.000
Br 2.862 -2.659 2.175 -0.47 0.37 1.07 0.001
H -1.734 4.330 2.969 -0.03 -0.08 -0.10 0.000
H 0.125 2.927 4.370 -0.06 0.00 -0.10 0.000
H -1.358 -4.170 0.338 0.38 0.05 0.15 -0.002
C -1.364 3.340 2.752 0.19 0.24 0.36 0.006
H 4.867 -4.435 2.019 0.26 -0.25 0.16 0.000
H -3.085 3.677 0.569 0.08 0.12 0.10 0.000
C 3.651 -3.380 0.676 0.23 -0.03 -0.01 -0.004
H -1.383 -3.981 3.568 0.02 0.03 -0.17 0.000
H -1.724 2.846 -3.706 0.05 -0.02 -0.10 0.000
N -0.059 -1.079 2.937 -0.40 -0.29 0.39 0.003
H 1.133 -1.309 -2.675 0.14 -0.06 0.03 0.005
N 1.506 -0.561 5.581 0.70 -0.43 -0.19 0.000
C 4.489 0.529 0.171 0.19 0.01 0.26 0.001
H 2.954 -1.409 7.610 -0.21 -0.06 -0.01 0.000
H -0.399 6.253 -0.208 0.03 -0.09 -0.05 0.000
C 1.101 -0.649 6.840 0.92 -0.54 -0.40 0.000
C -0.072 0.072 7.012 -1.24 0.70 0.08 0.000
C 3.102 0.739 3.518 -0.49 -0.15 -0.11 0.003
H 1.559 -2.486 7.844 0.01 -0.14 -0.04 0.000
Nb 0.990 -0.701 0.130 -1.09 0.39 -2.93 0.257
H 5.512 0.332 0.501 -0.13 0.05 -0.05 0.000
H -1.181 1.221 5.440 0.20 -0.17 0.21 0.000
H 0.891 7.233 -2.073 -0.05 -0.17 0.07 0.000
C -0.675 0.444 -1.031 2.64 0.91 0.95 0.457
H -2.142 -0.491 1.603 0.07 0.00 -0.09 0.012
C -1.422 2.077 -5.690 -0.03 0.25 0.05 0.000
C 1.885 -1.450 7.834 -0.01 0.31 -0.15 0.000
C 0.008 5.606 -0.977 -0.15 0.13 0.29 0.000
C -2.761 2.643 0.660 -0.20 0.09 -0.20 0.014
N 0.631 0.237 4.928 -0.07 0.02 -0.37 0.000
C -0.423 2.645 3.483 -0.04 0.51 0.13 0.006
N -0.264 1.442 2.913 0.22 -0.13 0.19 0.009
H -2.413 2.334 -0.331 0.13 0.02 0.14 -0.006
C -0.946 -3.095 3.135 0.07 -0.13 -0.26 0.000
H 5.474 -5.120 -2.168 -0.08 0.05 0.04 0.000
C -3.428 -0.622 -0.109 0.18 0.06 -0.80 -0.010
H 4.217 -0.271 -0.509 -0.06 0.00 -0.18 0.000
H 1.527 0.110 -4.192 -0.02 -0.16 -0.04 0.002
H -5.300 2.252 -3.936 0.04 0.00 -0.01 0.000
H -0.827 -1.596 4.806 0.01 -0.26 -0.03 0.000
P 0.372 1.596 -2.063 -3.58 0.55 0.29 -0.014
H -4.867 -0.918 -1.694 -0.03 0.02 -0.06 0.002
N 0.041 -1.687 1.710 -0.08 0.96 0.52 -0.004
C -3.509 -0.357 -5.129 -0.18 -0.03 -0.27 -0.001
C 4.149 0.900 2.645 -0.35 -0.09 -0.46 0.000
C 0.306 3.426 -1.903 0.15 -0.64 0.14 0.008
N -1.044 1.336 1.818 0.45 -0.63 -0.13 -0.050
P -2.182 -0.397 -1.324 0.58 1.09 -0.61 0.003
C -0.391 -4.027 0.849 -0.20 0.32 -0.66 0.030
H 1.510 3.333 -3.673 -0.03 0.17 -0.12 0.000
C 0.345 0.487 -5.944 0.23 -0.23 -0.40 -0.001
H -6.146 -1.817 2.257 0.03 -0.03 0.02 0.000
C -4.667 -0.972 -0.636 0.06 -0.05 0.06 0.018
C -0.655 -1.925 3.791 0.16 0.72 -0.13 0.004
C -4.575 1.448 -3.955 -0.35 0.37 -0.08 0.000
C 3.574 -3.494 -3.004 0.90 -0.71 0.01 -0.001
C 2.565 -2.688 -3.362 -0.83 0.87 0.49 -0.004
C 0.644 0.586 -4.597 -0.04 0.05 -0.12 -0.001
C -4.441 0.672 -5.099 0.28 0.03 0.16 0.000
H 4.489 1.497 -0.336 -0.04 -0.18 -0.07 0.000
C 1.294 5.335 -2.980 0.30 0.63 -0.40 0.001
H 5.155 1.212 2.850 0.07 -0.02 0.09 0.000
C -5.631 -1.429 0.226 -0.44 0.02 0.23 0.001
H -0.150 -4.938 1.385 0.05 -0.14 0.02 0.003
H 0.380 -3.839 0.094 -0.16 -0.16 0.11 -0.019
H -3.648 2.053 0.877 -0.10 -0.10 0.12 0.001
C -0.679 1.230 -6.504 -0.04 -0.06 0.30 0.001
H -2.097 -1.489 -3.998 0.23 -0.14 0.00 0.002
H -3.888 -1.276 3.140 -0.10 0.05 0.04 0.000
C -3.825 1.183 -2.825 -0.30 0.04 -0.10 -0.005
H -3.979 1.755 -1.917 -0.02 0.02 -0.05 0.002
C -0.467 -2.919 1.838 -0.50 -1.29 0.63 -0.014
C -1.160 2.161 -4.331 -0.04 0.15 -0.13 0.003
C 3.932 -3.702 -1.653 0.04 0.00 0.26 0.002
H 6.077 -5.623 0.143 0.26 -0.16 0.14 0.000
N 2.329 0.249 1.510 -0.66 0.06 0.07 -0.013
H -3.386 -0.953 -6.026 -0.01 0.03 0.09 0.000
C -0.351 0.606 5.776 -0.73 0.46 0.32 0.000
S 2.134 0.958 -1.608 1.46 -0.39 0.78 0.015
C 1.061 3.987 -2.933 0.22 -0.53 -0.14 0.002
H 4.149 -4.016 -3.746 0.14 -0.23 -0.28 0.000
H -0.714 3.807 -0.047 0.06 0.06 -0.01 0.000
C 2.176 -2.087 -0.975 -0.16 0.08 -0.02 -0.001
C -5.365 -1.491 1.581 0.05 -0.15 0.49 0.000
C -0.132 1.399 -3.787 0.70 -0.10 0.20 0.015
C -3.113 -0.758 1.225 -0.19 -0.05 0.54 -0.044
C -4.105 -1.170 2.086 -0.38 -0.22 0.07 -0.002
N 2.018 0.320 2.843 0.65 0.56 0.37 0.008
C 5.307 -4.899 -0.045 0.58 -0.57 -1.56 0.000
H 3.042 0.882 4.578 0.01 -0.01 0.18 0.000
H -6.595 -1.721 -0.151 -0.20 -0.04 -0.04 0.000
S -0.962 -1.937 -1.535 0.64 -1.33 0.28 0.259
H 1.915 5.764 -3.766 -0.20 -0.17 0.15 0.000
H 0.956 -0.139 -6.580 0.04 -0.05 -0.03 0.000
```
Forces are in eV/Å.

Results
Net charge = +2
HOMO (spin up / spin down) = -12.72 / -12.81 eV
Calculated total energy = -6543.61539 a.u.
Kohn-Sham gap (spin up / spin down) = 5.64 / 5.84 eV
2S+1 = 2

=====

no.,molar mass (g/mol)
1,495.2
2,128.1
3,122.2
4,1080.7